The following is a DFT calculation (the ωB97M-V functional and the def2-TZVPD basis) of a structure of composition C24H28BO3 at a distorted geometry.

Structure (XYZ):
```
56
C24H28BO3 (the ωB97M-V functional and the def2-TZVPD basis)
C 7.23509 0.95810 -0.91473
C 6.08312 0.22706 -0.41325
C 5.98797 -1.10269 -0.03772
C 4.61326 -1.35936 0.18413
C 3.89776 -0.20115 -0.12571
B 2.58489 -0.27704 -0.95854
O 1.86029 -1.43608 -0.83892
C 0.54135 -0.98876 -1.24994
C 0.36725 -1.43367 -2.70788
C -0.37714 -1.77413 -0.35066
C 0.67904 0.63811 -1.18605
C -0.08337 1.44684 -2.22730
C 0.76189 1.25719 0.26559
O 2.06498 0.78630 -1.65847
O 4.83871 0.81323 -0.42281
H 8.09921 0.29468 -0.80142
H 7.11932 1.20138 -1.98439
H 7.40387 1.88316 -0.34485
H 6.82284 -1.80686 -0.01376
H 4.16823 -2.30705 0.48623
H -0.65488 -1.22311 -3.03348
H 1.08162 -0.90452 -3.35759
H 0.55962 -2.51194 -2.78334
H -1.33807 -1.95547 -0.84106
H 0.07744 -2.75560 -0.11577
H -0.52376 -1.25063 0.60877
H -1.16949 1.31607 -2.23177
H 0.13785 2.50553 -2.06332
H 0.28418 1.18753 -3.22744
H -0.18097 1.42674 0.77591
H 1.35580 0.62008 0.94504
H 1.26079 2.23477 0.20036
C -1.98464 0.33387 0.43877
C -3.06672 -0.59221 0.20543
C -3.49538 -1.00401 -1.09456
C -4.10742 -2.24438 -1.23513
C -4.38321 -3.02821 -0.09878
C -4.19592 -2.49882 1.18710
C -3.61030 -1.25563 1.33695
C -2.25278 1.25638 1.54172
C -2.94645 2.45503 1.25005
C -3.28271 3.32128 2.28204
C -2.88903 3.03584 3.60329
C -2.23254 1.83010 3.89934
C -1.89540 0.94686 2.87724
H -1.47933 0.72521 -0.44751
H -3.20467 -0.41162 -1.97275
H -4.34378 -2.64740 -2.22059
H -4.81180 -4.02430 -0.19931
H -4.47417 -3.05368 2.07848
H -3.38506 -0.86719 2.32854
H -3.20661 2.65239 0.20029
H -3.84577 4.23085 2.05721
H -3.13072 3.73167 4.40809
H -1.97366 1.58762 4.93069
H -1.36063 0.01162 3.06755
```

Results
* spin multiplicity: 1
* LUMO level: -0.232 hartree
* energy: -1181.60489 Ha
* strongest force on any atom: 0.1057 Eh/bohr
* charge: +1
* Kohn-Sham gap: 3.8246 eV

The following is a DFT calculation (the ωB97M-V functional and the def2-TZVPD basis) of a cluster of 8 separate species, C24H28Cl12F2O3 in total at a distorted geometry.

Structure (XYZ):
```
69
C24H28Cl12F2O3 (the ωB97M-V functional and the def2-TZVPD basis)
C 17.05047 0.12223 0.67221
Cl 16.51889 0.99525 2.08973
Cl 15.63072 -0.39149 -0.24046
Cl 18.16017 1.13954 -0.28277
Cl 17.95959 -1.36169 1.16346
C 12.90074 1.64488 -7.47699
Cl 14.22683 1.95304 -8.65606
Cl 13.02633 2.84329 -6.20087
Cl 11.35921 1.77661 -8.33721
Cl 13.08285 -0.03251 -6.89503
C 7.62744 3.95760 -5.64120
Cl 8.29544 5.25941 -4.60828
Cl 8.86482 3.48661 -6.78545
Cl 7.26830 2.55082 -4.59759
Cl 6.11182 4.49565 -6.42963
C 6.58865 -0.46317 -2.45166
C 5.85382 -0.02943 -1.21707
O 4.73570 0.42452 -1.26510
C 6.52343 -0.27400 0.14105
H 5.99417 -0.09581 -3.28802
H 6.56581 -1.55606 -2.43563
H 7.62584 -0.14749 -2.56119
H 5.75925 -0.26512 0.91479
H 7.22162 0.55279 0.28632
H 7.03114 -1.23740 0.14407
C 12.56580 -1.30259 -3.81271
C 13.44487 -2.51624 -3.71946
O 13.24709 -3.48077 -4.42903
C 14.54860 -2.53436 -2.67540
H 11.93475 -1.23883 -2.92230
H 11.89823 -1.22116 -4.66575
H 13.20841 -0.41925 -3.81402
H 14.05727 -2.68880 -1.71628
H 15.08243 -1.58625 -2.74071
H 15.22790 -3.30753 -3.02641
C 5.14645 3.50549 0.22745
C 6.49297 3.96506 0.70714
O 7.49599 3.43118 0.29049
C 6.49291 4.96499 1.83107
H 4.84246 2.60628 0.77274
H 5.24792 3.11345 -0.78539
H 4.32669 4.21468 0.32156
H 7.47891 5.29603 2.14604
H 5.93195 4.61850 2.70234
H 5.89160 5.82577 1.52242
F 13.79569 3.26204 -2.87376
C 12.60764 3.06495 -2.28134
C 12.50742 2.34627 -1.11246
C 11.27266 1.94676 -0.61515
C 10.12338 2.30438 -1.29607
C 10.19370 2.97661 -2.52063
C 11.44554 3.31907 -3.02453
H 13.40023 2.00400 -0.60252
H 11.23898 1.36217 0.29244
H 9.12493 2.11259 -0.92398
H 9.28450 3.27814 -3.01513
H 11.55939 3.94354 -3.90099
F 12.52411 -3.09151 2.04346
C 11.85733 -2.68704 0.94983
C 12.11782 -3.27684 -0.27559
C 11.49000 -2.77294 -1.41323
C 10.58454 -1.73230 -1.29543
C 10.23506 -1.22744 -0.04813
C 10.95643 -1.64105 1.07269
H 12.90682 -4.00301 -0.41734
H 11.68266 -3.21058 -2.38264
H 10.04554 -1.46207 -2.19597
H 9.44925 -0.49714 0.06096
H 10.74405 -1.11008 1.99080
```

Results
* spin multiplicity: 1
* LUMO level: 0.003 hartree
* energy: -6878.98342 Ha
* strongest force on any atom: 0.0436 Eh/bohr
* Kohn-Sham gap: 9.2697 eV

The following is a DFT calculation (the ωB97M-V functional and the def2-TZVPD basis) of a structure of composition C24H28ClN2O5Pd at a distorted geometry.

Structure (XYZ):
```
61
C24H28ClN2O5Pd (the ωB97M-V functional and the def2-TZVPD basis)
Pd -0.13367 -0.08820 0.50064
O -0.00643 0.47747 2.86928
C 0.80954 1.57121 3.32938
C 1.11268 2.52817 2.20958
C 1.26238 3.86318 2.44499
C 1.32362 4.78909 1.39615
C 1.03927 4.31783 0.09121
C 0.90793 2.99556 -0.14313
N 1.14023 2.03715 0.87771
H -0.06684 -0.17532 3.57408
H 1.73120 1.18508 3.77515
H 0.26581 2.11433 4.10377
H 1.26849 4.20602 3.47304
H 1.46003 5.84186 1.59000
H 0.88590 5.01179 -0.72396
H 0.69541 2.58847 -1.12006
O -1.78937 1.71822 0.67613
C -2.94867 1.17732 1.32873
C -3.91547 0.51495 0.35291
C -3.21528 -0.49322 -0.57280
C -2.77519 -1.72232 0.16892
C -3.63419 -2.79718 0.33748
C -3.21295 -3.90693 1.05052
C -1.92833 -3.92030 1.57353
C -1.12100 -2.82264 1.37134
N -1.54194 -1.74231 0.70138
H -2.05691 2.45287 0.11195
H -3.46406 1.96120 1.88662
H -2.56455 0.44960 2.04321
H -4.41050 1.27324 -0.25805
H -4.68640 0.00531 0.93452
H -2.34769 -0.02015 -1.03517
H -3.89371 -0.77999 -1.37521
H -4.62055 -2.75868 -0.10470
H -3.86656 -4.75814 1.18500
H -1.55299 -4.77635 2.11418
H -0.09611 -2.80869 1.71585
Cl 1.09197 -0.27138 -6.44644
C 1.03416 -0.95129 -4.85714
C 1.65428 -2.16466 -4.59972
C 1.59686 -2.70919 -3.32414
C 0.94968 -2.01979 -2.31027
C 0.33715 -0.80826 -2.58399
C 0.35764 -0.26704 -3.85815
C 0.90120 -2.59728 -0.88379
O 0.57225 -3.76044 -0.74107
O 1.24135 -1.75405 0.03761
H 2.17250 -2.67942 -5.39739
H 2.05551 -3.66647 -3.11739
H -0.18969 -0.27038 -1.78539
H -0.13653 0.66910 -4.08223
C 3.65421 0.39560 -1.19239
O 2.53956 1.15494 -0.73224
C 2.02050 0.91359 0.49893
C 2.90224 0.29046 1.53907
H 3.83862 0.74093 -2.20596
H 3.42122 -0.67068 -1.21264
H 4.53905 0.57516 -0.58082
H 3.53441 -0.45427 1.06604
H 2.31863 -0.23913 2.28642
H 3.54011 1.03451 2.02893
```

Results
* spin multiplicity: 5
* LUMO level (spin up / spin down): -0.090 / -0.204 hartree
* energy: -2004.73507 Ha
* strongest force on any atom: 0.0299 Eh/bohr
* charge: +1
* energy above the lowest of the compared OMol25 structures with the same formula, charge and spin: 0.313 eV
* Kohn-Sham gap (spin up / spin down): 6.6163 / 5.6291 eV
* <S²>: 6.0424